81
Properties=species:S:1:pos:R:3 method="wB97M-V/def2-TZVPD" orbital_gap_ev=7.14 total_charge=0
H -0.789 1.220 -2.736
N -1.333 0.631 -3.410
C -0.568 -0.377 -3.805
C -1.123 -1.477 -4.857
C -2.336 -2.216 -4.121
C -1.791 -3.456 -3.221
O -3.339 -2.783 -5.007
C -4.115 -1.781 -5.648
O -3.712 -1.385 -6.772
C -5.472 -1.151 -5.094
C -5.749 -1.394 -3.541
F -5.478 0.261 -5.381
H 0.471 -0.435 -3.338
H -1.407 -0.899 -5.795
H -0.224 -2.148 -5.086
H -2.783 -1.472 -3.379
H -2.472 -3.473 -2.292
H -1.968 -4.438 -3.769
H -0.709 -3.311 -2.891
H -6.339 -1.630 -5.678
H -6.881 -1.286 -3.338
H -5.459 -2.425 -3.158
H -5.260 -0.540 -2.941
C 3.804 1.429 -1.993
N 3.390 2.814 -1.953
C 3.214 3.345 -3.300
P 2.389 3.531 -0.766
O 1.090 2.889 -1.286
N 2.359 2.731 0.746
C 3.331 1.791 1.268
C 1.040 2.349 1.259
N 3.855 4.355 -0.154
C 3.618 5.807 -0.111
C 5.236 4.126 -0.562
H 4.715 1.332 -2.592
H 3.030 0.773 -2.418
H 4.082 1.045 -1.019
H 3.558 4.385 -3.339
H 2.166 3.321 -3.616
H 3.796 2.796 -4.047
H 3.173 0.782 0.872
H 3.253 1.725 2.359
H 4.362 2.088 1.081
H 0.677 1.428 0.788
H 0.310 3.143 1.082
H 1.058 2.194 2.343
H 3.614 6.236 -1.118
H 4.374 6.321 0.490
H 2.648 6.018 0.352
H 5.434 4.465 -1.584
H 5.527 3.077 -0.476
H 5.920 4.662 0.105
C -2.346 -3.638 3.890
N -1.092 -3.163 3.349
C -0.515 -4.143 2.435
P -0.698 -1.537 2.994
O -1.577 -1.469 1.731
N -1.591 -0.359 3.857
C -2.332 -0.541 5.090
C -2.285 0.653 3.056
N 0.370 -1.579 4.430
C 1.731 -1.181 4.038
C 0.469 -2.634 5.430
H -2.198 -4.609 4.372
H -3.122 -3.741 3.118
H -2.730 -3.002 4.679
H 0.576 -4.162 2.548
H -0.744 -3.911 1.389
H -0.867 -5.160 2.632
H -3.320 -0.976 4.908
H -2.490 0.422 5.587
H -1.806 -1.149 5.824
H -3.227 0.269 2.649
H -1.658 0.988 2.227
H -2.508 1.548 3.647
H 2.223 -1.971 3.462
H 2.348 -0.941 4.910
H 1.697 -0.279 3.416
H 0.917 -3.550 5.032
H -0.498 -2.880 5.875
H 1.087 -2.300 6.271

---

85
Properties=species:S:1:pos:R:3 method="wB97M-V/def2-TZVPD" e_above_lowest_kcal_mol=7.6 orbital_gap_ev=10.78 total_charge=0
C -10.203 -29.572 13.550
C -10.735 -28.832 14.756
O -9.715 -28.898 15.767
P -9.858 -28.074 17.117
O -10.731 -28.591 18.181
O -10.217 -26.615 16.609
C -10.621 -25.571 17.509
C -11.053 -24.366 16.683
O -8.343 -27.878 17.594
C -7.675 -28.820 18.457
C -7.587 -28.286 19.853
H -9.228 -29.149 13.294
H -10.008 -30.601 13.853
H -10.825 -29.575 12.659
H -11.148 -27.830 14.620
H -11.613 -29.353 15.163
H -11.463 -25.964 18.081
H -9.782 -25.276 18.138
H -11.872 -24.531 15.977
H -11.301 -23.516 17.309
H -10.223 -24.210 15.985
H -8.238 -29.758 18.434
H -6.697 -29.052 18.034
H -6.954 -27.397 19.884
H -8.567 -28.049 20.262
H -7.137 -29.071 20.466
C -6.953 -19.917 12.719
C -5.891 -20.942 13.062
O -6.444 -21.991 13.850
P -6.452 -23.485 13.358
O -6.579 -23.664 11.911
O -5.131 -24.143 14.047
C -4.426 -25.129 13.278
C -3.574 -25.951 14.241
O -7.647 -23.998 14.279
C -8.217 -25.298 14.183
C -9.327 -25.364 13.134
H -7.851 -20.420 12.351
H -7.249 -19.308 13.571
H -6.616 -19.289 11.894
H -5.408 -21.349 12.170
H -5.078 -20.441 13.600
H -5.090 -25.811 12.745
H -3.797 -24.650 12.527
H -4.168 -26.293 15.089
H -3.243 -26.835 13.691
H -2.695 -25.436 14.624
H -7.405 -26.019 14.024
H -8.578 -25.572 15.173
H -10.022 -24.560 13.378
H -8.948 -25.180 12.131
H -9.819 -26.334 13.187
C -5.649 -20.540 21.083
C -5.441 -21.496 19.899
O -4.809 -20.845 18.801
P -5.616 -20.438 17.490
O -6.912 -21.111 17.353
O -5.723 -18.836 17.522
C -6.167 -18.227 16.298
C -6.219 -16.722 16.440
O -4.559 -20.674 16.328
C -4.056 -21.999 16.035
C -2.766 -22.245 16.821
H -5.814 -21.189 21.945
H -4.718 -20.005 21.269
H -6.466 -19.852 20.887
H -4.861 -22.370 20.191
H -6.407 -21.900 19.587
H -5.500 -18.501 15.476
H -7.142 -18.666 16.070
H -5.248 -16.368 16.795
H -6.454 -16.216 15.509
H -6.925 -16.463 17.231
H -4.779 -22.775 16.296
H -3.955 -22.009 14.954
H -1.995 -21.668 16.309
H -2.876 -22.010 17.870
H -2.515 -23.302 16.719
C -7.137 -24.661 17.112
N -6.001 -24.662 18.090
O -4.861 -24.754 17.672
O -6.299 -24.502 19.270
H -8.044 -24.745 17.698
H -6.990 -25.526 16.470
H -7.106 -23.738 16.536

---

78
Properties=species:S:1:pos:R:3 method="wB97M-V/def2-TZVPD" s2=0.75 e_above_lowest_kcal_mol=0.0 orbital_gap_ev="5.51 / 5.56" total_charge=-2 multiplicity=2
Ag 0.634 -1.155 -0.652
C 2.144 -4.036 3.992
C 0.633 -4.075 4.163
O 0.038 -2.797 4.116
P -0.493 -2.276 2.586
S -0.763 -2.580 -2.036
S 1.168 -1.339 1.830
O -1.470 -1.077 3.174
C -0.937 0.048 3.871
C -1.223 1.309 3.083
H 2.560 -5.043 4.097
H 2.594 -3.386 4.745
H 2.411 -3.636 3.014
H 0.383 -4.506 5.139
H 0.191 -4.727 3.396
H 0.136 -0.072 4.017
H -1.419 0.080 4.854
H -0.752 1.241 2.101
H -0.836 2.192 3.602
H -2.301 1.428 2.945
C 4.673 -1.362 -2.870
Si 3.320 -0.149 -3.399
C 4.209 1.123 -4.493
C 2.173 -1.102 -4.550
As 2.046 0.803 -1.739
Si 3.729 1.247 -0.229
C 2.948 2.149 1.233
C 5.088 2.394 -0.901
C 4.646 -0.234 0.492
H 5.108 -1.851 -3.750
H 4.257 -2.130 -2.213
H 5.478 -0.856 -2.329
H 4.760 0.627 -5.301
H 4.911 1.730 -3.915
H 3.475 1.801 -4.938
H 2.737 -1.600 -5.346
H 1.449 -0.426 -5.013
H 1.604 -1.851 -3.991
H 2.497 3.091 0.908
H 3.693 2.365 2.007
H 2.166 1.523 1.673
H 4.653 3.302 -1.327
H 5.671 1.901 -1.685
H 5.776 2.678 -0.095
H 3.942 -0.935 0.944
H 5.354 0.094 1.264
H 5.204 -0.764 -0.284
C -4.565 0.532 -2.029
C -3.328 0.160 -1.213
C -3.690 -0.191 0.233
P -1.834 1.257 -1.161
C -1.513 1.803 -2.912
C -2.387 2.869 -3.576
C -1.414 0.551 -3.787
C -2.362 2.809 -0.263
C -1.206 3.810 -0.355
C -3.711 3.477 -0.537
H -5.322 -0.254 -1.921
H -4.336 0.617 -3.091
H -5.019 1.472 -1.706
H -2.893 -0.751 -1.645
H -4.115 0.665 0.767
H -2.813 -0.536 0.787
H -4.432 -0.995 0.251
H -0.494 2.198 -2.835
H -3.441 2.589 -3.603
H -2.057 3.015 -4.612
H -2.311 3.835 -3.074
H -2.388 0.074 -3.928
H -0.751 -0.194 -3.342
H -1.023 0.817 -4.774
H -2.386 2.465 0.774
H -1.138 4.255 -1.351
H -0.248 3.327 -0.150
H -1.344 4.625 0.363
H -3.826 3.781 -1.578
H -3.813 4.377 0.084
H -4.541 2.814 -0.290

---

Molecular weight? In order: 519.6, 607.5, 674.6 u.